21
Properties=species:S:1:pos:R:3:nbo_charge:R:1 method="wB97M-V/def2-TZVPD" homo_ev=-8.84 relative_energy_kcal_mol=116.3 orbital_gap_ev=7.14
C -0.42696 0.41360 -1.88223 -0.226
C 0.26116 -0.76235 -2.25766 -0.194
C -0.47620 0.85233 -0.58260 -0.160
C 1.01986 -1.47553 -1.38801 -0.238
C 0.50316 0.41475 0.38126 0.180
C 1.28323 -0.85422 -0.12158 0.417
C 0.23353 0.67496 1.78990 -0.650
N 3.10170 -2.08016 1.04704 0.411
O 3.84721 -1.66485 0.23059 -0.240
O 1.63496 -1.78003 0.88539 -0.434
O -3.04576 -2.14567 -0.65971 -0.801
O -2.43555 -0.59602 1.07996 -0.834
O 1.90116 0.38620 0.00465 -0.462
S -3.29900 -1.73987 0.68353 1.643
H -1.11923 0.76974 -2.60280 0.211
H 0.27835 -0.96470 -3.29284 0.213
H -1.30008 1.57000 -0.29009 0.221
H 1.41855 -2.48778 -1.61341 0.231
H -0.72654 0.16925 2.00405 0.251
H 0.28199 1.75126 1.99659 0.227
H 1.13624 0.14188 2.27376 0.236